1.
The following is a quantum chemistry calculation of a 2-piece molecular cluster, C2H10N2O overall, from OMol25.

* lowest unoccupied orbital energy: 0.87 eV
* orbital gap: 0.375 Ha
* ΔE to the lowest compared entry with this formula, charge and spin: 10.5 kcal per mole
* net charge: 0
* SMILES: NCCN.O

The geometry in XYZ format:
```
15
Properties=species:S:1:pos:R:3:forces:R:3
C -0.80801 -0.21578 -0.51024 0.9 -0.5 0.5
C 0.54432 0.17376 -1.09559 0.2 2.1 -0.9
N 0.27917 1.01363 -2.32385 -0.5 -1.1 0.5
N -0.67195 -1.15457 0.62458 -0.1 -1.0 -0.6
H -1.24256 0.67793 -0.09124 -0.3 0.4 -0.1
H -1.42019 -0.61234 -1.31556 -0.3 0.0 -0.1
H 1.06842 0.87891 -0.43096 0.0 -0.9 0.5
H 1.22857 -0.60611 -1.41845 -0.3 -0.5 0.4
H 0.98704 1.73007 -2.39323 -0.3 0.2 0.0
H -0.64273 1.41595 -2.18220 0.3 0.5 -0.3
H -1.55645 -1.28782 1.09973 -0.2 0.7 0.2
H -0.60293 -2.08440 0.21839 0.7 -0.1 0.0
H 0.59964 -0.40784 2.06290 0.0 0.5 -0.1
H 0.24321 -0.32297 3.48245 -0.4 -0.2 0.9
O 0.70669 0.18619 2.83292 0.3 -0.2 -0.8
```
Positions in Å, forces in eV/Å.

---

2.
The following is a quantum chemistry calculation of C19H15Cl5MgN4O5P as an isolated structure, from OMol25.

* lowest unoccupied orbital energy: 2.38 eV
* orbital gap: 0.289 Ha
* net charge: -1

The geometry in XYZ format:
```
50
Properties=species:S:1:pos:R:3:forces:R:3
Mg -0.26306 -0.13531 0.41463 -0.1 -0.2 -0.2
O -1.00030 -2.19147 -3.11464 0.0 0.0 0.0
C -0.70737 -1.75136 -2.00931 0.1 0.1 0.0
O -1.05170 -0.63121 -1.48759 0.1 -0.1 0.0
C 0.22863 -2.58119 -1.11442 0.0 0.0 0.0
C 0.57082 -3.91456 -1.26094 0.0 0.0 0.0
C 1.39105 -4.47875 -0.28768 0.0 -0.1 0.0
C 1.85149 -3.72818 0.78927 0.0 0.0 0.0
C 1.47131 -2.39735 0.85364 0.0 0.0 0.0
N 0.70315 -1.88843 -0.09361 -0.1 0.2 0.1
C 1.80863 -1.38912 1.97051 0.0 0.0 -0.1
O 2.58954 -1.74874 2.84054 0.0 0.0 0.0
O 1.21211 -0.26281 1.84029 0.0 -0.1 0.0
H 0.19292 -4.48031 -2.10063 0.0 0.0 0.0
H 1.66505 -5.52469 -0.36194 0.0 0.0 0.0
H 2.47155 -4.14519 1.56990 0.0 0.0 0.0
Cl -2.87950 1.24264 6.84755 0.0 0.0 -0.1
C -2.52590 0.60633 5.27738 0.0 0.0 0.1
C -2.10576 1.44623 4.25302 0.0 0.1 0.0
Cl -1.93006 3.14453 4.53469 0.0 -0.1 0.0
C -1.83619 0.92050 3.00482 0.1 0.2 -0.2
Cl -1.29213 1.95622 1.69583 -0.2 -0.1 0.3
C -1.95980 -0.45263 2.68477 0.0 0.0 0.0
O -1.71399 -0.91035 1.52000 0.0 0.1 0.1
C -2.38416 -1.27579 3.75897 0.0 -0.1 0.0
Cl -2.53520 -2.96227 3.42679 0.0 0.1 0.0
C -2.65742 -0.75806 5.01271 0.0 -0.1 0.1
Cl -3.17260 -1.81863 6.27914 0.0 0.1 0.0
C 2.61233 3.03215 -3.47421 0.0 0.0 0.0
N 1.84366 1.86166 -3.88921 0.0 0.0 0.1
C 0.57996 2.31611 -4.46919 0.0 0.0 0.0
N -0.20179 3.18987 -3.59435 0.0 0.0 0.0
C 0.63920 4.31269 -3.18958 0.0 0.0 0.0
N 1.90663 3.93328 -2.56244 -0.1 -0.1 0.0
C 1.67546 3.28625 -1.26171 0.1 0.1 -0.1
P 0.65663 1.75273 -1.38823 -0.1 -0.3 0.3
C 1.60427 0.95360 -2.76024 0.1 0.0 -0.1
C -0.70206 2.45155 -2.42768 0.0 0.1 0.0
H 2.86952 3.59955 -4.37286 0.0 0.0 0.0
H 3.53807 2.69992 -2.99954 0.0 0.0 0.0
H -0.02271 1.44540 -4.73120 0.0 0.0 0.0
H 0.81080 2.87351 -5.38118 0.0 0.0 0.0
H 0.07878 4.94727 -2.49959 0.0 0.0 0.0
H 0.87285 4.89677 -4.08404 0.0 0.0 0.0
H 1.17867 3.99257 -0.59097 0.0 0.0 0.0
H 2.63635 3.04252 -0.80143 0.0 0.0 0.0
H 1.04599 0.08054 -3.10336 0.0 0.0 0.0
H 2.56185 0.59852 -2.37037 0.0 0.0 0.0
H -1.31427 3.11935 -1.81503 0.0 0.0 0.0
H -1.33404 1.61845 -2.73910 0.0 0.0 0.0
```
Positions in Å, forces in eV/Å.

---

3.
The following is a quantum chemistry calculation of an isolated ion of composition C6H17N2 and charge +2, from OMol25.

* lowest unoccupied orbital energy (alpha / beta): -7.48 / -13.33 eV
* orbital gap (alpha / beta): 0.386 / 0.171 Ha
* ΔE to the lowest compared entry with this formula, charge and spin: 62.3 kcal per mole
* multiplicity: 2
* net charge: +2

The geometry in XYZ format:
```
25
Properties=species:S:1:pos:R:3:forces:R:3
N 0.91205 1.09120 -1.38592 3.8 -0.5 -2.8
C 0.19014 0.21378 -0.50834 -2.5 -2.0 1.2
C -0.98181 0.94055 0.07987 -2.6 -0.5 1.2
C -2.18833 -0.08286 0.44292 2.3 2.9 1.5
C -3.12273 0.50594 1.46159 -0.5 1.1 2.5
C 1.18096 -0.26929 0.62090 0.2 4.1 -2.1
N 2.47676 -0.50660 -0.08313 -2.7 -5.0 2.7
C 2.46348 -1.84123 -0.82839 0.4 2.2 -0.5
H 1.31392 1.95799 -0.96339 -0.9 -0.3 -0.2
H 0.37492 1.30417 -2.26228 0.6 0.1 0.8
H 1.83839 0.52749 -1.66724 -2.4 1.9 -0.2
H -0.35580 -0.64084 -1.12919 1.9 1.5 1.0
H -0.88135 1.58751 0.97410 0.9 -0.6 -0.2
H -1.37129 1.65524 -0.63368 -0.2 0.1 -0.6
H -1.78073 -0.96716 0.85487 0.8 -1.1 0.8
H -2.62617 -0.40873 -0.41173 -1.6 -0.6 -2.8
H -2.54542 0.74298 2.45724 -1.0 -0.5 -1.8
H -3.69685 1.46393 1.25594 0.9 -1.2 -0.4
H -3.88647 -0.24391 1.72708 0.3 0.3 0.0
H 1.31154 0.62826 1.27419 0.2 -0.7 -0.3
H 0.65187 -0.97265 1.23314 0.5 -1.5 0.2
H 3.21796 -0.42896 0.58795 1.5 0.9 -0.1
H 3.34921 -2.38958 -0.52307 0.1 -0.2 0.2
H 2.67324 -1.53898 -1.87266 -0.2 -0.7 -0.1
H 1.48254 -2.32824 -0.70077 0.6 0.2 -0.2
```
Positions in Å, forces in eV/Å.

---

4.
The following is a quantum chemistry calculation of one molecule with the formula C4H4O2S, from OMol25.

* lowest unoccupied orbital energy: 0.60 eV
* orbital gap: 0.344 Ha
* ΔE to the lowest compared entry with this formula, charge and spin: 17.9 kcal per mole
* net charge: 0
* SMILES: Cc1coc(=O)s1

The geometry in XYZ format:
```
11
Properties=species:S:1:pos:R:3:forces:R:3
C 0.74424 -0.45549 0.67361 -4.2 2.7 -3.8
C -0.17464 0.31894 -0.10786 3.2 -2.5 1.3
C 0.15381 -2.15286 -0.74304 -0.8 0.4 -1.9
C -0.50231 1.76633 0.16896 -0.9 -0.5 -0.7
O 0.17311 -3.27535 -1.13279 -0.5 -0.1 -0.3
O 0.91082 -1.74080 0.23249 1.6 0.7 2.8
S -0.71284 -0.71039 -1.45594 0.0 -0.1 0.8
H 1.17736 -0.05420 1.54640 0.8 -0.4 0.8
H -1.62050 1.83384 0.28140 1.1 0.3 0.0
H -0.14961 2.53602 -0.57111 -0.3 -1.0 0.5
H 0.00055 1.93398 1.10789 -0.1 0.6 0.4
```
Positions in Å, forces in eV/Å.

---

5.
The following is a quantum chemistry calculation of C27H55N5O3PPdS as an isolated structure, from OMol25.

* lowest unoccupied orbital energy: 2.00 eV
* orbital gap: 0.164 Ha
* ΔE to the lowest compared entry with this formula, charge and spin: 3.7 kcal per mole
* net charge: -1

The geometry in XYZ format:
```
93
Properties=species:S:1:pos:R:3:forces:R:3
Pd 0.24032 -0.68604 -0.97401 0.6 -0.6 0.0
C 3.01299 2.17314 0.90730 0.1 -0.7 0.6
C 2.63619 0.82479 0.25321 0.1 -0.3 0.4
N 2.00271 1.08175 -1.01797 0.2 0.2 0.0
C 2.92270 1.65191 -1.96254 0.2 0.0 -0.4
C 3.55416 2.92902 -1.34770 0.4 -0.2 -0.7
N 2.79651 3.24125 -0.10727 0.3 0.7 0.3
C 1.34764 3.35347 -0.42741 -0.8 0.0 -0.2
C 0.85858 1.94825 -0.82421 -0.6 0.2 -0.1
H 4.05476 2.21049 1.24314 -0.1 0.1 -0.1
H 2.36019 2.37538 1.75711 -0.1 0.1 0.0
H 1.88170 0.30254 0.87048 0.3 0.3 0.0
H 3.50265 0.18534 0.09253 0.1 0.1 0.0
H 2.36082 1.89539 -2.86966 0.2 0.0 0.1
H 3.68963 0.90746 -2.18508 0.0 0.1 0.0
H 3.47547 3.78278 -2.02389 0.0 0.0 0.1
H 4.60476 2.78393 -1.07933 -0.1 0.1 0.1
H 3.12341 4.13029 0.27503 -0.1 -0.2 -0.1
H 1.23938 4.05640 -1.25566 0.2 0.1 0.0
H 0.81809 3.73162 0.44868 0.2 0.0 0.1
H 0.29615 1.97022 -1.75535 0.2 0.3 0.3
H 0.23489 1.47664 -0.03956 0.2 0.5 0.0
C -1.59435 -2.35561 0.51838 0.0 0.1 0.0
C -2.37302 -1.48138 1.49932 0.4 0.2 -0.1
C -3.21760 -0.57175 0.60976 0.0 0.1 0.0
C -3.28584 -2.34707 2.36605 0.2 0.2 0.1
P -1.07059 -0.27682 2.34268 -1.8 -0.9 1.8
N -0.00381 0.29421 1.44820 0.5 0.4 -0.5
C -2.17449 1.11724 3.21627 0.4 -0.1 -0.2
C -2.49252 2.13501 2.12035 0.0 0.0 -0.1
C -1.21633 1.82702 4.17042 0.1 0.0 0.0
C -3.44053 0.74199 3.97921 0.2 -0.1 -0.2
C -0.28673 -1.30202 3.83610 0.1 0.2 -0.4
C 0.20173 -2.58954 3.17424 0.0 0.0 -0.1
C 0.97531 -0.53544 4.23622 0.0 0.1 0.0
C -1.10113 -1.66042 5.07352 0.0 0.2 -0.2
H -2.26708 -2.73969 -0.25149 0.0 0.0 0.0
H -1.09324 -3.20004 0.98686 0.1 0.0 0.0
H -0.83379 -1.69683 0.00299 -0.5 -0.9 0.4
H -3.77694 -1.16882 -0.11097 0.0 -0.1 -0.1
H -2.54465 0.07764 0.04478 -0.1 0.1 -0.1
H -3.93492 0.02497 1.16663 0.0 0.1 0.1
H -3.99198 -2.87163 1.71689 0.0 -0.1 -0.1
H -3.86101 -1.75538 3.07368 -0.1 0.0 0.1
H -2.72921 -3.09788 2.92263 0.0 -0.1 0.0
H -1.68852 2.10638 1.38472 0.1 0.1 -0.1
H -2.55748 3.14580 2.52830 0.0 0.1 0.1
H -3.42961 1.92849 1.61650 -0.1 0.0 -0.1
H -0.26691 1.97523 3.66026 0.2 0.1 0.0
H -1.04841 1.25841 5.08008 0.1 -0.1 0.1
H -1.60945 2.80563 4.46642 -0.1 0.0 0.0
H -4.20918 0.35935 3.31194 -0.1 -0.1 0.0
H -3.84393 1.63130 4.47537 0.0 0.1 0.0
H -3.23832 -0.00345 4.74490 -0.1 -0.1 0.1
H 0.62960 -2.34046 2.20333 0.1 -0.2 -0.1
H -0.60966 -3.30205 3.04901 0.0 -0.1 -0.1
H 0.97259 -3.07080 3.78344 0.0 0.0 0.1
H 1.40387 -0.10731 3.33013 0.1 0.1 0.0
H 1.71381 -1.20266 4.68784 0.0 -0.1 0.1
H 0.77521 0.26491 4.94373 0.0 0.1 0.0
H -2.05041 -2.11476 4.80515 -0.2 -0.1 0.1
H -1.29598 -0.78943 5.69797 -0.1 0.0 0.1
H -0.53720 -2.38168 5.67521 0.0 0.0 0.1
C 1.40606 -4.58440 -1.06207 0.0 0.0 0.0
C 2.65812 -3.77424 -1.29589 -0.3 0.5 0.1
S 2.29628 -1.94896 -1.43493 -1.1 -1.1 0.0
O 3.67471 -1.41342 -1.56117 1.2 0.6 0.0
C 1.61085 -2.00001 -3.14744 -0.1 0.1 0.0
C 2.53384 -1.32469 -4.13813 0.3 -0.1 0.0
H 1.65306 -5.63264 -0.88908 0.0 -0.1 0.0
H 0.73800 -4.52484 -1.91932 -0.1 0.0 0.0
H 0.87536 -4.20232 -0.19245 -0.1 0.0 0.1
H 3.19274 -4.07488 -2.19519 0.1 0.1 -0.1
H 3.33503 -3.83560 -0.44450 0.1 0.1 0.0
H 0.67198 -1.45085 -3.03887 0.0 -0.4 -0.3
H 1.42241 -3.03943 -3.40469 -0.1 -0.1 0.0
H 2.30197 -0.26577 -4.20038 0.0 0.2 0.0
H 2.44163 -1.76360 -5.13141 -0.1 0.0 0.0
H 3.56601 -1.42591 -3.79826 0.1 0.0 -0.1
C -0.86823 3.15236 -6.02148 0.3 0.2 0.0
N -1.13004 2.03629 -5.15436 0.2 0.0 0.4
C -2.23748 1.26501 -5.28603 -0.2 -0.2 0.0
C -2.46865 0.23185 -4.46215 -0.1 -0.1 0.0
C -1.48478 -0.08529 -3.42859 -0.1 0.2 -0.3
O -1.61321 -1.07074 -2.69730 -0.2 -0.1 0.1
N -0.41462 0.74572 -3.30861 0.0 -0.4 0.3
C -0.22542 1.80066 -4.07392 -0.5 0.2 -0.9
O 0.69071 2.62505 -3.94377 0.3 0.3 -0.1
H -1.76509 3.41964 -6.58103 0.0 -0.1 0.0
H -0.05948 2.91068 -6.71873 -0.1 0.1 0.0
H -0.54198 3.99641 -5.41111 0.0 0.0 -0.2
H -2.91152 1.54768 -6.09073 0.0 -0.1 0.1
H -3.35928 -0.37042 -4.53328 -0.1 0.0 -0.1
```
Positions in Å, forces in eV/Å.

---

6.
The following is a quantum chemistry calculation of a 2-piece molecular cluster, C6H14NOPS overall, from OMol25.

* lowest unoccupied orbital energy (alpha / beta): -0.39 / -2.71 eV
* orbital gap (alpha / beta): 0.343 / 0.167 Ha
* ΔE to the lowest compared entry with this formula, charge and spin: 87.4 kcal per mole
* net charge: 0

The geometry in XYZ format:
```
24
Properties=species:S:1:pos:R:3:forces:R:3
C -1.74158 -1.57768 0.28425 -2.3 0.0 1.3
C -0.38669 -2.27101 0.23549 0.5 2.1 4.0
C -1.77148 -0.60518 -0.85962 -0.6 2.9 -1.6
C 0.79522 -1.27029 0.47778 -1.2 -1.6 -2.2
C -0.58283 0.43804 -0.92346 -0.3 -4.3 1.2
C 0.75124 -0.24096 -0.64184 0.9 1.1 0.3
N 2.06466 2.02604 1.06715 -1.6 0.7 0.1
O 3.43431 0.20946 -0.21123 0.1 2.3 1.5
P 2.05116 1.12186 -0.21291 0.1 -1.1 -2.1
S -0.63367 4.61514 1.63806 0.7 -0.6 0.8
H -2.57927 -2.32897 0.07314 1.1 0.8 0.6
H -2.05854 -1.00164 1.22297 0.8 -1.0 -0.9
H -0.17268 -3.13264 0.86114 -0.7 -0.2 0.1
H -0.50299 -2.52748 -0.71960 1.0 -1.8 -4.1
H -1.84605 -1.06521 -1.86942 0.2 -0.3 0.7
H -2.63632 0.14760 -0.88832 0.5 -1.5 0.5
H 0.69249 -0.77637 1.39270 0.0 0.4 1.8
H 1.70915 -1.88622 0.39520 -0.1 0.8 0.3
H -0.75159 0.92910 -1.81277 0.6 1.2 -2.1
H -0.71724 1.09115 -0.15867 -0.8 2.3 2.4
H 1.03961 -0.79558 -1.49900 0.8 0.0 -1.2
H 1.25738 2.71294 0.98091 1.3 -0.9 0.4
H 3.98249 0.88146 0.32589 -0.4 -1.7 -1.0
H -1.39675 5.30644 0.84214 -0.7 0.6 -0.8
```
Positions in Å, forces in eV/Å.